No. 1
Computed, not measured: a cluster of 2 separate species, C3HO3S in total at a distorted geometry, with the ωB97M-V functional and the def2-TZVPD basis.

Atoms and positions in Å:
S (3.641, 0.003, 0.686)
O (2.371, -1.001, -1.454)
O (-0.420, -2.413, 1.136)
O (-0.369, -1.473, -1.041)
C (2.432, -0.497, -0.364)
C (0.167, -0.370, -0.163)
C (-0.317, -1.524, 0.327)
H (-0.015, 0.720, -0.251)

2S+1 = 1
DFT total energy = -20103.3318 eV
Lowest unoccupied orbital energy = 3.566 eV
Energy above the lowest of the compared OMol25 structures with the same formula, charge and spin = 65.4 kcal/mol
HOMO-LUMO gap = 0.2661 hartree
Highest occupied orbital energy = -3.67 eV
F_max = 0.077 hartree/bohr
Net charge = -1

***

No. 2
Computed, not measured: a structure of composition C3HO3V at a distorted geometry, with the ωB97M-V functional and the def2-TZVPD basis.

Atoms and positions in Å:
V (1.543, 1.069, 0.241)
O (0.241, 0.032, 0.946)
O (-2.654, 0.247, -1.005)
O (2.764, -0.806, -1.921)
C (2.703, -0.218, -0.893)
C (-1.881, 0.070, -0.135)
C (-1.088, -0.123, 0.911)
H (-1.626, -0.271, 1.857)

2S+1 = 5
DFT total energy = -34952.7588 eV
Lowest unoccupied orbital energy (alpha / beta) = -0.607 / -0.349 eV
Energy above the lowest of the compared OMol25 structures with the same formula, charge and spin = 0.0 kcal/mol
HOMO-LUMO gap (alpha / beta) = 0.2401 / 0.2735 hartree
Highest occupied orbital energy (alpha / beta) = -7.14 / -7.79 eV
F_max = 0.099 hartree/bohr
Net charge = 0

***

No. 3
Computed, not measured: the ion C3HO4 with charge -1 at a distorted geometry, with the ωB97M-V functional and the def2-TZVPD basis.

Atoms and positions in Å:
O (0.822, -2.679, -0.014)
O (0.993, 2.171, 0.007)
O (2.522, 0.701, -0.085)
O (3.010, -0.614, 0.046)
C (0.740, -1.479, -0.006)
C (1.259, 0.969, 0.073)
C (0.349, -0.243, 0.130)
H (-0.584, 0.081, -0.166)

2S+1 = 1
DFT total energy = -11314.7357 eV
Lowest unoccupied orbital energy = 3.966 eV
SMILES = O=C=CC(=O)O[O-]
Energy above the lowest of the compared OMol25 structures with the same formula, charge and spin = 77.8 kcal/mol
HOMO-LUMO gap = 0.2807 hartree
Highest occupied orbital energy = -3.67 eV
F_max = 0.085 hartree/bohr
Net charge = -1